--- one ---
{"formula": "H23O11", "method": "wB97M-V/def2-TZVPD", "species": ["O", "H", "H", "O", "H", "H", "O", "H", "H", "O", "H", "H", "O", "H", "H", "O", "H", "H", "O", "H", "O", "H", "H", "O", "H", "H", "O", "H", "H", "O", "H", "H", "H", "H"], "positions_angstrom": [[-1.611, 1.669, 2.161], [-1.089, 1.541, 2.957], [-1.532, 0.860, 1.647], [0.586, -1.686, 0.900], [0.606, -2.660, 0.943], [-0.366, -1.725, 1.130], [-0.886, -1.235, -1.361], [0.412, 1.606, -1.146], [3.029, 0.413, -0.599], [1.597, -0.403, 3.500], [2.174, -0.235, 2.758], [1.529, 4.473, 0.237], [-0.670, -3.327, 2.402], [-0.432, -4.108, 2.960], [1.728, -1.254, 3.916], [1.747, 2.074, -3.278], [0.713, 2.504, -2.283], [-0.561, -0.761, -2.128], [-3.219, -2.069, 1.007], [-0.450, -2.084, -1.237], [-1.981, -0.144, -3.436], [-2.230, -0.694, -2.677], [-2.649, -0.496, -4.053], [1.527, 3.519, 0.395], [-3.240, -1.706, 0.117], [1.136, 3.359, 1.278], [0.172, 2.559, -1.389], [2.685, 2.119, -3.058], [0.712, 2.714, -0.464], [2.256, 0.330, -1.174], [1.952, -0.549, -0.833], [1.495, 1.150, -3.450], [-1.345, -2.967, 2.993], [-3.796, -2.785, 1.266]], "homo_ev": -13.47, "charge": 1, "gap_ev": 10.42}

***

--- two ---
{"formula": "H23O11", "method": "wB97M-V/def2-TZVPD", "species": ["O", "H", "H", "O", "H", "H", "O", "H", "H", "O", "H", "H", "O", "H", "H", "O", "H", "H", "O", "H", "O", "H", "H", "O", "H", "H", "O", "H", "H", "O", "H", "H", "H", "H"], "positions_angstrom": [[0.897, -0.929, -4.311], [1.374, -1.696, -4.660], [0.075, -0.853, -4.823], [1.254, 0.795, 2.733], [0.703, 1.375, 3.285], [2.038, 0.514, 3.272], [-3.610, -0.957, -1.433], [-1.793, -1.063, 0.580], [2.475, -4.153, 2.244], [3.185, 2.412, -0.809], [2.959, 3.072, -1.466], [1.803, 0.368, -2.749], [-2.030, 1.896, 3.064], [-1.879, 2.761, 3.447], [2.780, 2.585, 0.049], [1.438, 0.102, 0.391], [1.137, -0.819, 0.237], [-2.862, -0.764, -2.009], [-3.529, 1.671, 0.871], [-3.881, -0.118, -1.028], [-0.807, -0.585, -1.767], [0.015, -0.792, -2.245], [-0.810, -1.345, -1.150], [2.158, 0.356, -1.864], [-2.651, 1.637, 1.267], [1.499, 0.452, -0.900], [-1.043, -1.707, 0.588], [3.102, 0.692, -1.883], [-1.686, -2.439, 0.478], [1.784, -3.500, 2.101], [2.204, -2.697, 2.462], [0.675, 0.318, 0.977], [-2.848, 1.541, 3.433], [-4.129, 1.869, 1.618]], "homo_ev": -13.38, "charge": 1, "gap_ev": 10.53}

***

Quick one: least stable of them? one

***

--- one ---
{"formula": "C3H3FN2", "method": "wB97M-V/def2-TZVPD", "species": ["F", "C", "C", "N", "N", "C", "H", "H", "H"], "positions_angstrom": [[-2.039, -0.038, -0.086], [-0.718, 0.008, 0.107], [0.171, 1.149, 0.030], [1.383, 0.731, -0.031], [1.343, -0.620, -0.068], [0.101, -1.060, 0.078], [-0.117, 2.191, 0.133], [2.238, -1.136, -0.095], [-0.171, -2.075, 0.136]], "homo_ev": -9.25, "gap_ev": 10.23, "smiles": "Fc1cn[nH]c1"}

***

--- two ---
{"formula": "C3H3FN2", "method": "wB97M-V/def2-TZVPD", "species": ["F", "C", "N", "C", "C", "N", "H", "H", "H"], "positions_angstrom": [[1.824, -1.199, 0.594], [0.813, -0.889, -0.170], [0.984, 0.450, -0.533], [-0.047, 1.143, -0.256], [-1.126, 0.276, 0.387], [-0.718, -0.875, 0.671], [0.445, -1.602, -1.007], [-0.099, 2.106, -0.423], [-2.076, 0.589, 0.739]], "homo_ev": -10.11, "gap_ev": 10.11, "smiles": "FC1N=CC=N1"}

***

Quick one: least stable of them? two

***

--- one ---
{"formula": "C5H6OS", "method": "wB97M-V/def2-TZVPD", "species": ["C", "C", "C", "C", "C", "H", "H", "H", "H", "H", "H", "O", "S"], "positions_angstrom": [[0.053, -0.470, 0.492], [-1.207, 0.335, 0.347], [-0.716, 1.463, -0.526], [0.670, 1.802, -0.041], [0.960, 0.330, -0.458], [-1.683, 0.654, 1.234], [-1.945, -0.329, -0.192], [-1.621, 2.068, -0.815], [0.971, 1.741, 1.060], [1.517, 2.268, -0.730], [1.820, 0.095, -0.935], [-0.030, 0.693, -1.515], [0.163, -2.050, 0.851]], "homo_ev": -8.61, "gap_ev": 8.20}

***

--- two ---
{"formula": "C5H6OS", "method": "wB97M-V/def2-TZVPD", "species": ["C", "C", "C", "C", "C", "O", "S", "H", "H", "H", "H", "H", "H"], "positions_angstrom": [[0.568, 1.138, -0.468], [1.844, 1.064, 0.020], [1.021, -0.904, 0.501], [0.031, -0.189, -0.194], [-1.362, -0.591, -0.568], [2.120, -0.137, 0.560], [-2.589, 0.213, 0.473], [0.135, 1.974, -0.896], [2.699, 1.695, 0.097], [1.205, -1.864, 0.841], [-1.637, -0.385, -1.549], [-1.693, -1.992, -0.538], [-2.343, -0.022, 1.721]], "homo_ev": -8.76, "gap_ev": 9.65}

***

--- three ---
{"formula": "C5H6OS", "method": "wB97M-V/def2-TZVPD", "species": ["C", "C", "C", "C", "O", "C", "S", "H", "H", "H", "H", "H", "H"], "positions_angstrom": [[-0.048, 1.635, -0.295], [0.046, 0.268, 0.535], [1.090, -0.639, 0.139], [0.497, -1.743, -0.184], [-0.897, -1.919, -0.165], [-1.203, -0.563, 0.182], [-2.835, -0.314, 0.042], [1.079, 1.994, -0.419], [-0.471, 1.526, -1.459], [-0.788, 2.305, 0.167], [0.257, 0.485, 1.568], [2.119, -0.284, 0.010], [1.154, -2.752, -0.121]], "homo_ev": -8.87, "gap_ev": 8.79, "smiles": "C[C@@H]1C=COC1=S"}

***

Quick one: least stable of them? one